# 1
A molecular structure, C30H31HgN3O3PS2Si in a non-equilibrium geometry, computed with ωB97M-V with the def2-TZVPD basis set.

Its LUMO energy (spin up / spin down) is 4.303 / 4.301 eV. The molar mass is 805.4 g mol⁻¹. As for the total energy: -3131.9647 a.u. Its total charge is -2. The multiplicity is 2. The calculation puts the max |F| at 11.00 eV/Å. For the energy relative to the best compared isomer or geometry (same formula, charge and spin), the calculation gives 346.2 kcal/mol.

Positions of all 72 atoms, in Å:
Hg 12.263 -15.771 -1.089
C 16.096 -18.992 1.396
S 16.666 -18.164 -0.077
C 15.231 -17.263 -0.710
S 13.668 -17.420 0.129
N 15.586 -16.363 -1.601
N 14.546 -15.623 -2.071
C 14.719 -14.465 -2.620
C 13.544 -13.567 -3.116
C 13.652 -12.501 -3.850
C 12.564 -11.879 -4.297
C 11.296 -12.264 -4.062
C 11.163 -13.357 -3.289
N 12.212 -14.173 -2.758
H 15.132 -18.905 1.385
H 16.739 -18.593 2.503
H 16.212 -20.054 1.594
H 15.520 -13.879 -2.916
H 14.824 -12.356 -4.261
H 12.481 -10.958 -5.197
H 10.076 -11.727 -4.569
H 10.282 -13.783 -2.684
O 11.332 -10.606 0.347
C 11.505 -11.857 0.386
O 11.393 -12.786 -0.467
C 11.901 -12.578 1.782
C 12.738 -11.935 2.633
C 13.436 -12.695 3.650
C 12.915 -13.974 3.989
C 11.941 -14.527 3.196
C 11.426 -13.766 1.944
P 10.726 -14.857 0.592
C 9.068 -14.395 0.028
C 8.417 -14.888 -1.067
C 7.116 -14.731 -1.399
C 6.387 -13.874 -0.662
C 7.043 -13.084 0.479
C 8.309 -13.431 0.821
C 9.920 -16.136 1.566
C 9.952 -17.453 0.972
C 9.109 -18.491 1.502
C 8.315 -18.189 2.646
C 8.364 -16.929 3.254
C 9.158 -15.947 2.760
H 13.069 -10.834 2.720
H 14.036 -12.148 4.481
H 13.206 -14.827 4.578
H 11.631 -15.543 3.334
H 9.351 -15.374 -1.813
H 6.790 -15.092 -2.263
H 5.134 -13.601 -0.606
H 6.165 -13.329 1.276
H 9.003 -13.204 1.723
H 10.573 -17.756 0.242
H 9.316 -19.454 1.013
H 7.865 -19.074 3.103
H 7.652 -16.810 3.978
H 9.244 -14.973 3.192
C 9.153 -18.945 -3.396
Si 10.798 -17.992 -3.519
C 12.284 -19.015 -3.762
C 10.475 -16.848 -5.036
O 10.849 -17.062 -2.238
H 9.351 -19.745 -4.313
H 8.303 -18.309 -3.558
H 8.919 -19.501 -2.209
H 12.666 -19.348 -5.018
H 12.525 -19.935 -3.130
H 13.217 -18.286 -3.782
H 10.712 -15.878 -4.657
H 9.384 -16.856 -5.327
H 11.162 -17.050 -6.181

Atomic forces in eV per Å
Hg 0.2 0.0 -0.7
C 6.9 0.1 3.5
S 0.5 -0.4 -0.5
C -0.3 1.3 0.4
S 1.2 -0.7 -0.2
N -0.1 -1.1 0.8
N -0.7 0.4 0.1
C -3.9 2.5 -1.8
C -1.4 -9.4 5.5
C 5.4 2.5 -3.1
C -0.4 5.9 -5.8
C -6.1 0.2 -0.5
C -0.1 -4.6 4.6
N 1.5 4.6 -3.1
H -5.8 1.3 0.8
H -2.3 -0.5 -3.2
H 0.7 -0.4 -1.2
H 2.9 0.1 0.1
H -3.3 0.4 1.1
H 1.3 -2.5 2.7
H 4.4 -1.5 1.7
H 0.5 1.3 -2.0
O 0.6 -2.5 0.0
C -0.3 0.3 1.0
O -0.4 1.4 0.1
C -0.4 5.4 -3.7
C 4.2 0.8 4.5
C -1.7 1.6 1.6
C -0.6 -0.9 -1.9
C -1.3 2.2 -3.7
C 0.0 -7.0 3.6
P 0.3 1.5 0.7
C -2.1 3.5 0.7
C 6.9 -2.0 -2.2
C -0.3 2.0 1.5
C -2.5 3.6 3.7
C -4.8 -4.4 0.1
C 4.1 -1.9 0.8
C -0.1 -3.3 0.6
C -3.6 1.1 4.4
C 1.3 2.2 0.5
C 1.5 -1.7 -1.6
C 0.3 -1.9 -1.8
C 1.2 0.5 -2.2
H -1.1 -1.8 -1.3
H -0.6 -0.9 -2.0
H 1.3 0.8 1.3
H -0.2 -0.3 0.2
H -3.5 0.4 1.7
H -1.6 -2.0 -3.5
H 3.8 -1.3 -1.0
H 2.1 2.5 -0.9
H -2.2 0.6 -1.0
H 2.1 -0.3 -2.9
H -0.8 0.1 0.7
H -0.5 0.7 0.1
H -1.2 0.8 2.3
H -0.3 0.4 0.5
C 1.1 -3.7 1.2
Si -1.8 1.3 0.0
C 4.8 -1.3 -3.8
C 0.9 -1.7 -3.5
O 0.0 0.0 0.3
H -1.3 1.5 2.4
H -0.4 0.2 -0.4
H 0.9 1.3 -3.8
H -2.0 0.5 3.4
H -0.3 1.4 -0.7
H -1.8 -1.1 1.0
H 0.3 0.9 -0.1
H 1.1 0.0 0.2
H -2.1 0.6 3.6

# 2
A molecular structure, C11H34AgFO11 in a non-equilibrium geometry, computed with ωB97M-V with the def2-TZVPD basis set.

Its LUMO energy (spin up / spin down) is -4.506 / -8.388 eV. The molar mass is 469.2 g mol⁻¹. As for the total energy: -1513.4309 a.u. Its total charge is +1. The multiplicity is 2. The calculation puts the max |F| at 3.30 eV/Å.

Positions of all 58 atoms, in Å:
Ag 27.728 -27.016 -13.422
F 27.393 -29.482 -13.006
C 23.945 -29.725 -11.252
O 23.826 -28.490 -10.509
H 23.596 -30.561 -10.646
H 23.080 -29.428 -11.844
H 24.930 -29.777 -11.717
H 24.564 -27.903 -10.688
C 30.404 -31.118 -13.246
C 31.549 -32.256 -13.144
O 30.878 -33.392 -13.552
O 29.356 -31.178 -12.253
H 29.966 -31.030 -14.241
H 30.909 -30.173 -13.049
H 31.987 -32.394 -12.156
H 32.356 -32.078 -13.855
H 31.299 -34.209 -13.275
H 28.797 -30.514 -12.664
C 27.116 -29.557 -16.708
C 26.024 -30.561 -16.476
O 24.812 -30.396 -17.221
O 28.224 -29.706 -15.783
H 26.650 -28.576 -16.621
H 27.426 -29.775 -17.731
H 25.808 -30.539 -15.408
H 26.451 -31.523 -16.759
H 24.059 -30.346 -16.628
H 27.846 -29.871 -14.916
C 29.195 -29.191 -9.463
C 27.711 -29.395 -9.308
O 26.890 -28.648 -10.200
O 29.431 -27.948 -8.824
H 29.551 -29.153 -10.492
H 29.611 -30.047 -8.931
H 27.515 -29.244 -8.246
H 27.322 -30.400 -9.467
H 27.157 -28.930 -11.078
H 28.549 -27.615 -8.643
C 25.768 -32.715 -12.882
C 26.814 -33.460 -13.875
O 27.566 -34.399 -13.131
O 26.481 -31.963 -11.915
H 25.179 -33.458 -12.344
H 25.036 -32.022 -13.299
H 27.561 -32.805 -14.322
H 26.239 -33.794 -14.739
H 27.538 -35.299 -13.464
H 26.528 -31.066 -12.252
C 24.220 -26.697 -14.287
C 23.328 -27.804 -15.025
O 22.785 -28.691 -14.160
O 25.488 -27.270 -14.031
H 23.811 -26.467 -13.303
H 24.343 -25.748 -14.809
H 23.988 -28.375 -15.679
H 22.581 -27.429 -15.725
H 22.861 -29.558 -14.565
H 25.350 -28.178 -13.751

Atomic forces in eV per Å
Ag -0.3 -0.7 0.0
F 0.0 0.3 0.0
C -1.9 2.2 0.4
O 0.6 0.2 1.2
H 0.8 -0.1 0.2
H 0.5 -1.6 -1.7
H -0.3 -0.5 -0.2
H 0.3 -0.3 0.2
C 2.2 -1.0 1.0
C -1.7 1.0 -0.3
O -1.0 -1.5 -0.4
O 1.3 -0.9 -0.9
H 0.1 -0.4 -0.2
H 0.2 0.4 0.0
H -0.2 0.5 0.3
H 0.1 0.8 0.0
H 0.2 0.1 0.1
H -1.8 0.9 0.4
C -0.1 0.3 -0.2
C -0.4 -1.1 0.7
O 0.7 0.5 -0.1
O -0.8 -0.1 -1.2
H 0.3 0.3 -0.2
H 0.6 0.7 0.1
H -0.1 -0.3 0.3
H -0.2 -0.3 0.3
H 0.1 0.0 -0.1
H -0.2 0.1 0.6
C -1.1 0.1 0.5
C -0.9 -1.9 -0.9
O 0.1 1.3 0.5
O 0.8 0.1 -0.1
H 0.0 -0.2 -0.1
H 0.7 0.2 0.0
H -0.5 0.7 -0.1
H 0.8 -0.7 0.1
H 0.1 -0.2 -0.5
H 0.2 0.5 0.2
C 0.7 0.4 0.9
C 0.3 -0.2 0.4
O -0.7 0.8 -0.3
O -0.1 -1.4 -0.3
H 0.5 -0.4 0.0
H 0.3 -0.1 -1.0
H -0.2 0.9 0.5
H -0.2 -0.8 0.3
H -0.4 -0.1 -0.2
H 0.6 1.2 -0.3
C -1.8 -1.0 -0.1
C 1.8 2.2 -1.7
O -0.8 -1.5 1.9
O 1.3 -0.2 -0.2
H -0.6 0.0 -0.1
H 0.1 -0.4 -0.4
H 0.7 0.5 -0.3
H -0.2 0.8 0.3
H -0.3 -0.1 0.4
H 0.0 -0.3 0.2

# 3
A molecular structure, C28H32IrN5O2S, computed with ωB97M-V with the def2-TZVPD basis set.

Its LUMO energy (spin up / spin down) is 0.295 / -0.961 eV. The molar mass is 694.9 g mol⁻¹. As for the total energy: -2012.7775 a.u. Its total charge is 0. The multiplicity is 5. The calculation puts the max |F| at 0.18 eV/Å. For the energy relative to the best compared isomer or geometry (same formula, charge and spin), the calculation gives 0.5 kcal/mol.

Positions of all 69 atoms, in Å:
Ir -0.096 0.412 0.257
C -2.707 -0.895 -4.438
C -1.324 -0.662 -4.621
C -0.468 -0.744 -3.508
C -0.907 -1.173 -2.294
C -2.262 -1.828 -2.147
C -3.171 -1.372 -3.260
N -0.056 -1.059 -1.159
N 1.059 -1.773 -1.265
C 1.897 -1.620 -0.225
C 3.095 -2.365 -0.148
C 3.932 -2.172 0.915
C 3.603 -1.240 1.917
C 2.430 -0.541 1.790
N 1.595 -0.726 0.756
H -3.401 -0.651 -5.234
H -0.945 -0.321 -5.574
H 0.558 -0.409 -3.588
H -3.533 -2.047 -0.672
H -4.235 -1.493 -3.095
H 3.313 -3.066 -0.940
H 4.853 -2.736 0.985
H 4.250 -1.067 2.764
H 2.113 0.200 2.513
O 0.176 1.825 1.764
N -0.891 2.095 2.523
C -0.873 3.283 3.167
C -1.881 3.634 4.016
C -2.940 2.738 4.204
C -2.943 1.547 3.529
C -1.900 1.202 2.651
S -1.890 -0.249 1.732
H -0.009 3.889 2.942
H -1.845 4.590 4.517
H -3.755 2.988 4.870
H -3.750 0.837 3.639
C -3.472 -4.091 -2.153
C -2.115 -3.387 -2.228
C -1.188 -3.951 -1.154
O -2.801 -1.455 -0.878
H -3.332 -5.159 -2.327
H -4.186 -3.728 -2.890
H -3.919 -4.004 -1.157
H -1.683 -3.584 -3.214
H -1.476 -3.588 -0.165
H -0.150 -3.677 -1.326
H -1.259 -5.041 -1.146
C 2.457 1.550 -1.997
N 2.404 2.964 -1.687
C 2.381 3.763 -2.895
C 1.343 3.294 -0.733
C -0.084 3.069 -1.209
C -0.690 4.087 -1.944
C -1.965 3.950 -2.472
C -2.660 2.769 -2.265
C -2.077 1.746 -1.532
C -0.797 1.877 -0.983
H 3.332 1.346 -2.617
H 1.564 1.196 -2.533
H 2.552 0.973 -1.075
H 3.290 3.570 -3.467
H 2.361 4.823 -2.637
H 1.519 3.550 -3.547
H 1.464 4.350 -0.474
H 1.536 2.718 0.172
H -0.148 5.015 -2.098
H -2.410 4.759 -3.037
H -3.656 2.639 -2.671
H -2.636 0.836 -1.358

Atomic forces in eV per Å
Ir 0.0 0.2 0.1
C 0.0 0.0 0.0
C 0.0 0.0 0.0
C 0.0 0.0 0.0
C 0.0 0.0 0.0
C 0.0 0.0 0.0
C 0.0 0.0 0.0
N 0.0 0.0 0.0
N 0.0 0.1 0.0
C 0.0 0.0 0.0
C 0.0 0.0 0.0
C 0.0 0.0 0.0
C 0.0 0.0 0.0
C 0.0 0.0 0.0
N 0.0 -0.1 0.0
H 0.0 0.0 0.0
H 0.0 0.0 0.0
H 0.0 0.0 0.0
H 0.0 0.0 0.0
H 0.0 0.0 0.0
H 0.0 0.0 0.0
H 0.0 0.0 0.0
H 0.0 0.0 0.0
H 0.0 0.0 0.0
O 0.0 0.0 0.0
N 0.0 0.0 0.0
C 0.0 0.0 0.0
C 0.0 0.0 0.0
C 0.0 0.0 0.0
C 0.0 0.0 0.0
C 0.0 0.0 -0.1
S 0.0 0.0 0.0
H 0.0 0.0 0.0
H 0.0 0.0 0.0
H 0.0 0.0 0.0
H 0.0 0.0 0.0
C 0.0 0.0 0.0
C 0.0 0.0 0.0
C 0.0 0.0 0.0
O 0.0 0.0 0.0
H 0.0 0.0 0.0
H 0.0 0.0 0.0
H 0.0 0.0 0.0
H 0.0 0.0 0.0
H 0.0 0.0 0.0
H -0.1 0.0 0.0
H 0.0 0.0 0.0
C 0.0 0.0 0.0
N 0.0 0.0 0.0
C 0.0 0.0 0.0
C 0.0 0.0 0.0
C 0.0 0.0 0.0
C 0.0 0.0 0.0
C 0.0 0.0 0.0
C 0.0 0.0 0.0
C 0.0 0.0 0.0
C 0.0 0.0 0.0
H 0.0 0.0 0.0
H 0.0 0.0 0.0
H 0.0 0.0 0.0
H 0.0 0.0 0.0
H 0.0 0.0 0.0
H 0.0 0.0 0.0
H 0.0 0.0 0.0
H 0.0 0.0 0.0
H 0.0 0.0 0.0
H 0.0 0.0 0.0
H 0.0 0.0 0.0
H 0.0 0.0 0.0